[1]
Below is an isolated molecule of C4H9N3O2 in a non-equilibrium geometry, with properties calculated with the ωB97M-V functional and the def2-TZVPD basis.

Element x y z (Å)
C -1.261 0.930 0.964
C 1.939 0.454 0.926
N 0.053 -0.971 -1.962
C 1.110 0.741 -0.293
C -0.753 -0.664 -0.870
N -1.687 -1.558 -0.527
O 1.190 -1.222 -1.099
N -0.474 0.403 -0.126
O 1.391 1.519 -1.167
H 0.270 -0.128 -2.503
H -1.699 -2.402 -1.078
H -2.174 -1.513 0.353
H -0.876 1.917 1.219
H -2.305 1.020 0.657
H -1.201 0.303 1.861
H 1.823 1.245 1.672
H 1.673 -0.509 1.355
H 2.981 0.435 0.616

Its largest force on an atom is 1.62 eV/A. The energy is -12856.062 eV. As for the net charge: 0. For the relative energy (zero: lowest compared OMol25 entry of this formula, charge and spin), the calculation gives 372.9 kJ/mol. As for the frontier orbital gap: 8.486 eV.

[2]
Below is a cluster of 2 separate species, C4H9N3O2 in total in a non-equilibrium geometry, with properties calculated with the ωB97M-V functional and the def2-TZVPD basis.

Element x y z (Å)
C -1.020 1.135 0.789
C -0.879 0.330 -1.542
N -0.551 0.062 -0.122
N 1.962 -0.424 0.376
C 2.889 0.013 -0.458
C 1.938 -1.094 1.556
N -1.151 -1.198 0.304
O 2.846 0.384 -1.603
O 1.136 -1.208 2.460
H 0.553 -0.031 -0.009
H -0.801 -1.907 -0.337
H -0.724 -1.393 1.217
H -0.708 0.874 1.798
H -2.105 1.206 0.727
H -0.555 2.070 0.485
H -1.961 0.346 -1.664
H -0.438 1.284 -1.822
H -0.431 -0.449 -2.155

Its largest force on an atom is 2.50 eV/A. The energy is -12854.916 eV. As for the net charge: 0. For the relative energy (zero: lowest compared OMol25 entry of this formula, charge and spin), the calculation gives 483.6 kJ/mol. As for the frontier orbital gap (spin up / spin down): 7.227 / 7.502 eV.

[3]
Below is an isolated molecule of C4H9N3O2 in a non-equilibrium geometry, with properties calculated with the ωB97M-V functional and the def2-TZVPD basis.

Element x y z (Å)
H -2.574 1.153 -1.670
N -1.532 1.194 -0.944
C -1.307 0.094 -0.189
N -2.231 -1.020 -0.126
N -0.222 -0.072 0.440
C 0.327 -1.470 0.653
C 0.766 1.003 0.414
C 1.727 0.854 -0.733
O 1.416 1.061 -1.945
O 3.023 0.601 -0.515
H -3.209 -0.808 -0.676
H -2.691 -1.041 0.776
H 1.227 -1.651 -0.161
H -0.281 -2.081 0.672
H 0.823 -1.523 1.727
H 1.101 1.003 1.304
H 0.380 2.040 0.410
H 3.256 0.663 0.563

The structure (SMILES) is [H]/N=C(\N)N(C)CC(=O)O. Its largest force on an atom is 18.08 eV/A. The energy is -12854.268 eV. As for the net charge: 0. For the relative energy (zero: lowest compared OMol25 entry of this formula, charge and spin), the calculation gives 546.0 kJ/mol. As for the frontier orbital gap: 8.556 eV.

Question: relative energy (zero: lowest compared OMol25 entry of this formula, charge and spin) of number 3 (C4H9N3O2)?
Answer: 546.0 kJ/mol

Question: Which formula does entry 2 have?
Answer: C4H9N3O2

Question: Which value of net charge does entry 2 give?
Answer: 0